[1]
{"formula": "C24H41IrN4O6P2Te", "method": "ωB97M-V/def2-TZVPD", "symbols": ["H", "C", "C", "O", "C", "N", "H", "H", "H", "H", "H", "H", "H", "H", "C", "H", "C", "H", "H", "C", "O", "C", "C", "H", "N", "O", "C", "H", "H", "H", "P", "H", "C", "H", "C", "C", "C", "H", "O", "H", "C", "O", "H", "C", "H", "C", "H", "N", "N", "H", "H", "H", "H", "H", "Te", "H", "C", "H", "H", "H", "C", "H", "H", "C", "O", "H", "H", "H", "H", "Ir", "C", "H", "C", "P", "C", "H", "C", "H", "C"], "xyz": [[-0.6330, -2.6809, 2.0170], [-4.4353, -0.1903, -0.7129], [0.1659, 1.0091, -3.8119], [-1.0486, -0.0670, 2.1516], [-0.4973, -3.8548, -3.4181], [2.5116, 2.1612, 0.4525], [3.6496, 2.3608, -1.2914], [-5.1528, -1.8465, -1.8824], [2.7101, 3.8052, -0.8829], [2.1749, -1.2889, -2.2942], [0.7493, 4.9780, 1.6844], [3.9025, 0.1330, -3.3196], [-6.1250, -1.4865, -0.4387], [-0.6887, 4.4111, -0.3619], [1.0523, -3.5577, -1.5805], [-6.2152, -0.4386, -1.8598], [2.5477, -1.4893, 2.0461], [-3.8024, -1.4748, 0.7195], [-0.2475, -5.6354, -4.5755], [0.5480, -0.0920, -3.0517], [-3.4053, -1.0371, -0.0471], [1.8864, -0.4169, -2.8641], [2.8569, 0.3803, -3.4497], [3.0163, -0.7827, 2.7285], [0.4588, -0.0714, 4.3712], [0.3826, 0.8311, -0.1386], [-1.0256, 3.5285, 0.1859], [0.2048, -2.1576, 4.5888], [1.6702, -6.4451, -3.2369], [0.6176, 1.1447, 6.0551], [0.9824, 1.8121, 0.8578], [-5.5645, 1.5766, -0.2546], [0.1179, -5.0583, -3.7373], [2.9568, -2.4764, 2.2561], [0.3387, -2.5318, 1.5501], [1.6470, -4.7679, -1.9019], [-4.9098, 0.8725, 0.2591], [-1.3424, -3.5109, -4.0034], [1.1874, 1.1258, 2.3059], [0.5346, -1.2764, 6.0811], [1.1899, -5.5097, -2.9843], [-3.6628, 0.1183, -2.9813], [0.6696, 2.0220, 4.5259], [-0.0048, -1.2416, 5.1361], [-0.8826, 1.2414, -3.9593], [1.1497, 1.7911, -4.4031], [1.4326, -2.9865, -0.7472], [0.0018, 3.0747, 1.1283], [1.0993, -1.5120, 2.2683], [-0.8784, 1.4027, 5.1427], [0.8838, -3.4743, 1.5958], [-5.4764, 0.4196, 1.0747], [-1.0750, -1.1841, 5.3455], [2.4751, -5.1303, -1.3073], [-1.0094, -1.2440, -2.2655], [4.5123, 2.2234, 1.0395], [-5.5471, -1.0494, -1.2552], [1.1492, 3.6620, 2.8031], [2.7915, -1.2022, 1.0190], [0.1798, -2.2658, 0.5029], [-0.0101, -3.1029, -2.3529], [3.5801, 3.6382, 1.5459], [3.2524, 2.0817, -4.6935], [-3.5509, 0.3974, -1.8229], [-2.5507, 1.1055, -1.3048], [-0.4950, 4.3067, 2.7502], [3.3712, 2.0811, 2.3782], [-4.0681, 1.4266, 0.6736], [1.9053, 2.3671, -1.5598], [-1.5139, 0.0338, 0.0658], [3.5446, 2.5539, 1.4158], [0.8659, 2.6314, -5.0224], [2.6972, 2.7121, -0.8972], [0.3380, -0.1676, 2.7568], [2.4891, 1.4785, -4.2195], [-1.9271, 3.7925, 0.7405], [0.3782, 4.0606, 2.1453], [-1.2735, 2.7504, -0.5283], [0.1920, 1.2026, 5.0550]], "forces_ev_per_a": [[0.0, 0.0, 0.0], [-0.2, 0.3, -0.2], [0.0, 0.0, 0.0], [-0.2, -0.6, -0.5], [0.0, 0.0, 0.1], [0.0, -0.1, -0.1], [0.0, 0.0, 0.0], [0.0, 0.0, 0.0], [0.0, 0.0, 0.0], [0.0, 0.0, 0.0], [0.0, 0.0, 0.0], [0.0, 0.0, 0.0], [0.0, 0.0, 0.0], [0.0, 0.0, 0.0], [0.1, 0.0, -0.1], [0.0, 0.0, 0.0], [0.0, 0.0, 0.1], [0.1, 0.1, 0.1], [0.0, 0.0, 0.0], [0.0, 0.2, 0.1], [0.3, 0.4, 0.4], [0.0, 0.0, 0.0], [0.0, 0.0, -0.1], [0.0, 0.0, 0.0], [-0.4, 0.1, -0.1], [-0.5, 0.3, 0.3], [0.0, 0.1, 0.0], [0.0, 0.0, 0.0], [0.0, 0.0, 0.0], [0.0, 0.0, 0.0], [0.3, 0.3, 0.2], [0.0, 0.0, 0.0], [0.0, 0.0, 0.0], [0.0, 0.0, 0.0], [0.0, -0.1, 0.1], [0.0, 0.0, 0.0], [0.0, -0.1, 0.0], [0.0, 0.0, 0.0], [-0.1, -0.1, -0.3], [0.0, 0.0, 0.0], [0.0, 0.0, 0.0], [-0.3, 0.5, -0.2], [0.0, 0.0, 0.0], [0.1, -0.1, 0.1], [0.0, 0.0, 0.0], [0.0, 0.0, 0.0], [0.1, 0.0, -0.1], [-0.2, -0.1, -0.1], [-0.2, 0.1, -0.3], [0.0, 0.0, 0.0], [0.0, 0.0, 0.0], [0.0, 0.0, 0.0], [0.0, 0.0, 0.0], [0.0, 0.0, 0.0], [-0.1, 0.3, 0.4], [0.0, 0.0, 0.0], [0.1, -0.3, 0.2], [0.0, 0.0, 0.0], [0.0, 0.0, 0.0], [0.0, 0.0, 0.1], [0.0, 0.1, 0.4], [0.0, 0.0, 0.0], [0.0, 0.0, 0.0], [-0.2, -0.3, 0.5], [0.9, -0.1, -0.5], [0.0, 0.0, 0.0], [0.0, 0.0, 0.0], [0.0, 0.0, 0.0], [0.0, 0.0, 0.0], [-0.1, -0.9, -0.9], [0.0, -0.1, 0.0], [0.0, 0.0, 0.0], [0.0, 0.1, 0.0], [0.4, 0.1, 0.6], [0.0, 0.0, 0.0], [0.0, 0.0, 0.0], [0.0, 0.0, 0.0], [0.0, 0.0, 0.0], [0.0, 0.0, 0.0]], "relative_energy_kcal_mol": 0.0, "gap_ev": [7.140, 7.140], "charge": 2, "multiplicity": 1}



[2]
{"formula": "C24H42AsF6N7O4PbSi", "method": "ωB97M-V/def2-TZVPD", "symbols": ["H", "H", "H", "F", "C", "C", "H", "C", "C", "O", "H", "N", "C", "H", "H", "H", "C", "C", "C", "H", "N", "H", "H", "Si", "H", "H", "H", "F", "H", "N", "H", "H", "H", "C", "H", "H", "H", "H", "H", "C", "H", "H", "H", "H", "F", "O", "H", "H", "F", "H", "C", "C", "H", "As", "C", "H", "H", "C", "H", "N", "H", "O", "Pb", "O", "C", "C", "N", "H", "C", "H", "C", "H", "C", "H", "F", "C", "H", "H", "C", "H", "C", "C", "N", "N", "C", "F"], "xyz": [[-0.9912, 5.2410, -2.2554], [1.3055, -5.8202, -4.6768], [-4.3224, 4.2495, 2.6823], [0.9748, -0.1921, -0.9915], [1.8350, -1.4022, 3.1710], [4.1271, -1.2254, 1.8214], [3.2394, 3.8757, 3.7449], [-1.5203, 4.3207, -2.5071], [2.3861, 4.1325, 3.1172], [-2.0931, 3.3868, 1.9097], [-1.9494, -7.8739, -3.6024], [-0.6430, -1.4341, 3.3267], [1.7249, 2.8733, 2.5924], [-4.1109, 3.8682, 0.0830], [-3.5933, 5.6700, 0.1244], [-1.6048, 6.6362, 2.1158], [0.2729, -5.5074, -4.5082], [-0.6793, -5.1388, -2.3183], [-1.1803, 5.6358, 2.1181], [-0.5018, 5.4719, 1.2842], [1.7580, -1.2698, 1.8379], [1.0496, 2.1224, -1.7779], [-3.3108, 4.9659, 3.9168], [-0.5355, 2.5511, 0.9455], [-0.2287, -7.5565, -1.8249], [-1.2206, 0.9859, -1.6601], [0.1881, -4.4240, -4.5583], [0.8421, -2.6320, -3.5353], [-1.6799, -5.8775, -5.3598], [4.2116, -1.3381, 3.1393], [5.0520, -1.1560, 1.2617], [-0.5647, 5.5226, 3.0194], [2.7427, 4.7532, 2.2954], [3.0685, -1.4342, 3.8103], [-0.3371, -5.9555, -6.4970], [-2.5637, -1.6025, 4.2851], [0.6396, 1.1556, 3.3340], [0.6241, 2.7595, -3.3606], [-2.5923, 4.4133, -2.2466], [1.1808, 2.0142, 3.7302], [-1.5046, 4.2093, -3.5914], [-1.2922, -8.2452, -5.9574], [0.5050, 2.6044, 4.3525], [-1.7870, 1.6811, -3.1642], [0.9710, -2.5899, -1.0683], [-0.7948, 1.0294, 1.1186], [-1.1278, -1.9234, 6.3940], [1.0606, -7.6686, -3.0625], [0.8306, -0.0901, -3.4739], [0.4085, -8.1193, -5.5526], [0.0237, -7.3869, -2.8681], [-0.9158, -8.1267, -3.8499], [3.5428, 1.7596, 2.2349], [0.9476, -1.3825, -2.3684], [2.9023, -1.1915, 1.1605], [2.1544, 1.2189, 1.2732], [-3.8540, 6.0036, 2.6351], [0.5731, 2.9609, -2.2915], [3.1220, -1.5406, 4.8874], [-1.2157, -4.4089, -1.5867], [-2.7036, 1.9629, -1.6775], [-0.8628, 3.4075, -0.3952], [-0.5277, -1.2148, 0.7542], [0.6021, 3.3200, 1.7760], [-0.5865, -7.7520, -5.2871], [-3.3258, 4.6199, 0.0160], [-0.7911, -1.7613, 5.4562], [-2.2995, 4.3038, -0.2247], [2.6643, 2.0933, 1.6808], [2.8538, -1.0954, 0.0865], [-1.6975, 1.8575, -2.0925], [-0.7825, -9.1918, -3.6601], [-0.8768, 3.1063, -1.8550], [2.9949, 2.7271, 0.8573], [2.6514, -1.3648, -2.3606], [0.5863, -1.5184, 3.9261], [1.1242, 3.8767, -2.0761], [1.6898, 4.7080, 3.7296], [-1.4865, -1.5955, 4.3314], [2.0025, 1.6642, 4.3565], [-0.6616, -6.2477, -5.4984], [-3.5320, 4.9837, 2.8353], [0.5272, -1.7161, 5.2183], [-0.0828, -5.9523, -3.1575], [-2.2387, 4.5999, 2.2239], [-0.7906, -1.3793, -2.1711]], "forces_ev_per_a": [[-0.1, 0.0, 0.0], [0.0, 0.0, 0.0], [0.0, 0.0, -0.1], [-0.1, 0.0, -0.1], [0.2, 0.0, -0.1], [-0.1, 0.0, -0.1], [0.0, 0.0, 0.0], [0.2, 0.0, 0.0], [0.0, 0.0, 0.0], [0.4, 0.4, -0.6], [0.0, 0.0, 0.0], [0.2, 0.0, 0.0], [0.2, -0.3, 0.1], [0.0, 0.1, -0.1], [-0.1, 0.0, 0.0], [0.0, 0.0, 0.0], [-0.1, 0.0, 0.0], [-0.2, 0.2, 0.1], [0.1, -0.2, 0.0], [0.0, 0.0, 0.0], [-0.2, -0.1, 0.1], [-0.1, 0.0, 0.0], [-0.1, 0.0, 0.0], [0.0, 0.4, 0.8], [0.0, 0.0, 0.0], [0.0, -0.1, 0.1], [0.0, -0.1, 0.0], [0.1, 0.1, -0.1], [0.0, 0.0, 0.0], [-0.1, 0.0, 0.0], [0.0, 0.0, 0.0], [0.0, 0.1, 0.0], [0.0, 0.0, 0.0], [0.1, 0.0, 0.0], [0.0, 0.0, 0.0], [0.0, 0.0, 0.0], [0.0, 0.0, 0.0], [0.0, 0.0, 0.0], [-0.1, 0.0, 0.0], [0.1, 0.2, -0.1], [0.0, 0.0, 0.0], [0.0, 0.0, 0.0], [0.0, 0.0, 0.0], [0.0, 0.0, 0.0], [0.1, 0.0, 0.0], [0.0, -0.1, -0.3], [0.0, 0.0, 0.0], [0.0, 0.0, 0.0], [0.1, -0.2, 0.0], [0.0, 0.0, 0.0], [0.0, 0.1, 0.0], [0.0, 0.0, 0.0], [0.0, 0.0, 0.0], [-0.1, 0.1, 0.2], [0.1, -0.1, 0.0], [0.0, 0.1, 0.0], [0.1, 0.0, -0.1], [-0.1, 0.0, 0.1], [0.0, 0.0, 0.0], [0.1, -0.2, -0.1], [0.0, 0.0, 0.0], [-0.1, -0.3, -0.1], [0.0, 0.3, 0.2], [-0.3, 0.0, -0.3], [0.0, 0.0, 0.0], [-0.2, 0.0, -0.4], [0.0, 0.0, -0.1], [0.0, 0.0, 0.1], [-0.1, 0.1, 0.1], [0.0, 0.0, 0.0], [0.0, 0.0, -0.1], [0.0, 0.0, 0.0], [0.2, 0.1, 0.0], [0.0, 0.0, 0.0], [0.0, 0.0, -0.1], [-0.3, 0.0, -0.1], [0.0, 0.0, 0.0], [0.0, 0.0, 0.0], [0.0, 0.0, 0.0], [0.0, 0.0, 0.0], [0.0, 0.1, 0.1], [-0.2, -0.1, 0.6], [0.1, 0.0, 0.0], [0.1, -0.1, -0.1], [0.2, -0.2, 0.3], [0.0, 0.1, 0.0]], "relative_energy_kcal_mol": 7.9, "gap_ev": 4.706, "charge": 3, "multiplicity": 2}



[3]
{"formula": "C24H42B2Cl12N7O8S", "method": "ωB97M-V/def2-TZVPD", "symbols": ["O", "H", "C", "H", "C", "H", "O", "H", "Cl", "H", "C", "Cl", "Cl", "O", "Cl", "C", "N", "H", "C", "B", "H", "N", "N", "O", "Cl", "H", "N", "H", "S", "C", "H", "C", "Cl", "H", "C", "H", "O", "H", "O", "H", "H", "H", "N", "H", "C", "H", "H", "Cl", "H", "C", "O", "C", "Cl", "Cl", "Cl", "H", "C", "H", "B", "H", "H", "Cl", "H", "H", "C", "H", "C", "C", "H", "C", "H", "H", "H", "H", "C", "H", "H", "C", "H", "C", "C", "C", "C", "H", "Cl", "H", "H", "H", "H", "O", "C", "N", "C", "H", "H", "N"], "xyz": [[1.0841, -1.6289, 1.9598], [1.7227, -1.7168, -2.0740], [1.8414, -2.9659, 7.2560], [-2.2389, -1.8236, -0.0967], [2.0989, -1.5329, 7.6780], [2.6875, -3.6131, 7.4937], [-3.1820, 1.2903, 0.2071], [-1.7497, 1.9175, 2.2192], [-4.7693, -1.1504, -5.1738], [-5.2203, -1.0993, -8.8474], [-1.0742, 1.9757, 4.2810], [3.6396, -0.9099, 7.0367], [7.7414, 4.6892, -4.3362], [-2.4708, -3.7848, -2.3315], [-2.0349, -0.2737, 3.0492], [0.8992, 2.0514, -0.6427], [-0.4031, 2.0715, -1.3022], [2.5141, -4.6623, 0.6111], [1.9707, -4.0958, -0.2428], [1.1139, -1.8867, 0.5274], [-6.8536, -3.0350, -0.0249], [-0.9783, 0.8081, -1.2363], [3.0865, 2.4539, -0.5267], [-0.2042, -3.1751, -2.9892], [-2.6470, 2.5212, 4.9148], [-2.4618, 3.4512, 8.8129], [-0.0828, -1.2906, -0.2413], [-1.0173, -3.1864, 0.0231], [-1.4485, -2.6490, -2.3224], [-5.0770, -0.2415, -2.6123], [-4.7246, -1.4954, 0.9040], [-6.3365, -2.2407, -0.6810], [4.4871, 3.6669, -4.4938], [-1.9888, -1.6414, -3.1174], [-6.2700, -1.0974, -3.1475], [-1.7782, 1.7888, 10.6152], [-2.1602, 0.5142, -1.7897], [6.5689, 6.6442, -3.7944], [3.9095, 3.1885, -0.9529], [-6.5959, -0.9533, -4.2279], [-0.4454, 2.8640, 4.1900], [2.1624, -1.4729, 8.7666], [-0.1473, 4.2854, -2.7609], [3.2311, -1.0113, -1.2954], [-1.5433, 2.8644, 8.7453], [3.2999, -2.7221, -2.0457], [-6.2766, -0.4913, -7.5663], [5.9785, -1.9988, -3.5091], [6.0338, 5.9720, -5.3403], [-6.8931, -2.1315, -2.1495], [-2.3512, 3.6192, -1.7333], [7.3401, -2.5549, -1.1965], [-0.3115, 0.4833, 9.3031], [5.9565, -3.2866, -0.3462], [1.5122, -3.1037, 5.5097], [-4.6031, 0.5025, -3.3359], [2.6371, -1.9997, -1.4278], [-1.3489, 2.6568, 7.6914], [-0.9394, 3.3236, -1.9572], [0.8533, -4.3234, -0.1050], [7.7977, -0.9145, -2.5054], [-0.2268, 3.8960, 9.3577], [-3.7949, -0.1952, -7.0840], [1.2661, -2.4546, 2.4627], [-1.2034, 1.2967, 2.9323], [-0.7884, 4.7277, -3.4529], [6.9152, -1.4207, -2.1083], [-1.2313, -2.1931, -0.5356], [-0.6221, 1.3134, 5.0219], [-5.5241, -1.2442, -7.8086], [2.2538, -4.5078, -1.2809], [1.3002, -0.8669, 7.3468], [-7.7524, -2.7790, -2.5503], [8.0198, -2.1785, -0.4291], [-3.2450, 0.5748, -0.8298], [-3.6105, -1.9541, -7.0712], [-0.2103, 1.0990, 2.5209], [-5.1302, -1.3749, -0.1531], [4.3113, 5.7723, -3.4774], [6.2911, 5.7220, -4.3093], [0.0061, 0.0144, -0.5348], [5.1323, 5.0608, -3.5896], [-4.3151, -1.1379, -6.9001], [6.3104, -0.6834, -1.5771], [-6.2947, -2.8465, -7.7150], [0.6459, 3.8493, -3.2533], [-2.7973, 3.5753, -2.6117], [7.8541, -3.3439, -1.7486], [5.4211, 4.7157, -2.5954], [1.8515, 3.0984, -0.4920], [-1.6892, 1.5862, 9.5464], [1.2119, 0.7288, -0.1124], [-4.5089, -0.3680, -1.1615], [0.9615, -3.3520, 7.7749], [-2.5846, 1.0487, 9.2268], [2.2364, -2.6222, -0.1248]], "forces_ev_per_a": [[-0.9, -1.7, -2.9], [1.3, -0.6, 0.7], [0.0, 0.0, 0.4], [1.6, -0.4, -0.9], [-0.2, -0.1, 0.1], [-0.1, 0.1, -0.1], [0.5, -3.5, -5.1], [-0.1, -0.1, 0.2], [1.5, -0.4, -2.1], [0.0, 0.0, 0.1], [0.2, 0.0, 0.0], [0.0, 0.0, -0.1], [-0.1, 0.0, 0.0], [1.9, 4.1, 0.9], [-0.1, -0.1, -0.1], [-0.7, -4.5, 1.0], [3.9, 2.7, 1.1], [-0.7, 0.8, -1.6], [-0.3, -1.1, 0.7], [2.1, -0.3, 2.5], [1.2, 1.6, -1.0], [4.6, -0.4, 2.7], [4.6, 0.5, -1.3], [-2.0, 2.9, 2.1], [0.0, 0.0, 0.0], [0.1, -0.1, 0.1], [-0.4, 0.9, -0.5], [-0.4, 1.4, -1.4], [-0.5, -7.4, -2.9], [-1.4, -2.0, 2.0], [-0.7, 0.2, -1.7], [1.2, 1.7, -2.3], [-0.1, -0.1, 0.0], [0.4, 0.0, 1.1], [1.0, -0.3, 5.3], [0.1, 0.0, -0.2], [-0.6, -0.4, 0.4], [-0.1, -0.1, 0.0], [-2.0, -1.4, 1.3], [-0.2, -0.3, 2.4], [-0.1, -0.1, -0.1], [0.0, -0.1, -0.1], [-1.3, -2.8, 0.1], [-0.9, -1.8, 0.1], [-0.2, -0.1, -0.1], [-1.1, 1.2, 1.2], [0.1, -0.1, 0.0], [-0.1, 0.0, 0.0], [0.0, -0.1, 0.1], [3.0, 2.6, 0.7], [2.3, -1.5, -1.5], [0.2, 0.1, -0.1], [0.1, 0.0, 0.0], [-0.1, 0.0, 0.0], [0.0, 0.0, -0.1], [-0.7, -1.1, 1.4], [0.3, 0.6, -1.3], [0.0, 0.0, 0.2], [-2.2, 2.2, -0.8], [1.5, 0.1, -0.3], [-0.1, -0.1, 0.0], [0.0, 0.0, 0.0], [-0.1, -0.1, 0.0], [0.4, 0.9, -0.3], [0.2, 0.3, -0.1], [0.9, 0.0, 0.9], [0.2, 0.1, 0.2], [-0.2, 0.3, 1.5], [-0.1, 0.0, -0.1], [0.1, 0.1, -0.1], [-0.3, 0.8, 1.8], [0.1, -0.1, 0.0], [1.5, 1.0, 1.0], [-0.1, 0.0, -0.1], [-2.9, 1.6, 5.1], [-0.2, 0.0, 0.0], [0.0, -0.1, 0.2], [-1.6, 0.2, -3.8], [0.1, 0.0, -0.1], [-0.1, 0.1, 0.0], [0.1, 0.5, 0.2], [0.1, 0.3, 0.2], [0.3, 0.0, -0.4], [0.0, -0.2, 0.0], [0.0, 0.0, 0.1], [-0.3, 0.6, 0.3], [0.2, 0.5, 1.0], [-0.2, 0.1, 0.0], [0.0, 0.0, -0.2], [-5.1, -1.0, -1.2], [-0.3, 0.2, 0.0], [-5.3, 3.3, -3.6], [-1.6, -1.3, -2.1], [0.1, 0.1, -0.1], [0.1, 0.1, 0.0], [-1.7, 0.8, -0.8]], "relative_energy_kcal_mol": 0.0, "gap_ev": 7.521, "charge": 1, "multiplicity": 1}